# 1
DFT (wB97M-V/def2-TZVPD) results for 8 unconnected molecules or ions with the total composition C49H41BClF16O3P.

Values from the calculation:
Calculated total energy = -123590.2643 eV
Max |F| = 0.032 hartree/bohr
Kohn-Sham gap = 9.408 eV
SMILES = O=C(Cl)CP(CB(O)O)C(F)(F)C(F)(F)C(F)(F)C(F)(F)F.Fc1ccccc1.Fc1ccccc1.Fc1ccccc1.Fc1ccccc1.Fc1ccccc1.Fc1ccccc1.Fc1ccccc1
Lowest unoccupied orbital energy = 0.40 eV

```
! RIJCOSX wB97M-V def2-TZVPD def2/J DEFGRID3
* xyz 0 1
O -5.414 -0.700 -0.758
C -4.629 -1.389 -1.285
Cl -5.241 -2.586 -2.459
C -3.123 -1.308 -1.048
P -2.278 -1.852 -2.636
C -0.988 -3.033 -2.070
B 0.403 -2.413 -1.613
O 0.765 -2.325 -0.297
O 1.333 -1.962 -2.523
C -1.503 -0.296 -3.339
F -0.676 0.428 -2.561
F -2.548 0.520 -3.585
C -0.840 -0.589 -4.715
F -0.378 -1.839 -4.754
F -1.792 -0.538 -5.635
C 0.340 0.324 -5.108
F 1.368 0.207 -4.284
F 0.758 -0.119 -6.294
C 0.012 1.850 -5.278
F -1.253 2.091 -5.500
F 0.463 2.521 -4.240
F 0.681 2.302 -6.330
H -2.886 -1.996 -0.248
H -2.918 -0.280 -0.790
H -1.416 -3.547 -1.213
H -0.804 -3.809 -2.803
H 0.020 -2.528 0.272
H 1.520 -1.056 -2.262
F -10.336 1.724 -0.189
C -9.223 2.251 0.357
C -7.993 1.736 0.003
C -6.847 2.281 0.559
C -6.947 3.323 1.473
C -8.194 3.824 1.821
C -9.343 3.290 1.256
H -7.935 0.918 -0.704
H -5.878 1.890 0.280
H -6.054 3.744 1.916
H -8.273 4.632 2.536
H -10.324 3.672 1.508
F 4.437 -1.923 -0.958
C 5.219 -1.815 -2.049
C 6.547 -2.182 -1.964
C 7.348 -2.073 -3.092
C 6.816 -1.592 -4.280
C 5.480 -1.224 -4.344
C 4.671 -1.340 -3.224
H 6.943 -2.547 -1.026
H 8.388 -2.365 -3.043
H 7.443 -1.505 -5.156
H 5.065 -0.846 -5.269
H 3.627 -1.069 -3.259
F -0.421 -1.353 2.276
C 0.563 -0.703 2.954
C 0.867 -1.109 4.236
C 1.876 -0.453 4.926
C 2.554 0.602 4.329
C 2.230 0.996 3.038
C 1.229 0.338 2.341
H 0.322 -1.928 4.686
H 2.130 -0.766 5.929
H 3.338 1.114 4.871
H 2.757 1.817 2.572
H 0.969 0.624 1.330
F -0.144 2.110 -0.465
C 0.495 3.271 -0.196
C 0.493 3.740 1.097
C 1.152 4.925 1.386
C 1.794 5.627 0.374
C 1.780 5.138 -0.926
C 1.131 3.947 -1.217
H -0.018 3.183 1.862
H 1.165 5.299 2.400
H 2.305 6.553 0.599
H 2.276 5.684 -1.716
H 1.115 3.544 -2.221
F -1.993 1.188 4.580
C -3.310 0.911 4.570
C -4.075 1.278 3.476
C -5.430 0.978 3.482
C -5.990 0.332 4.577
C -5.205 -0.020 5.662
C -3.851 0.266 5.660
H -3.612 1.788 2.639
H -6.051 1.245 2.642
H -7.047 0.102 4.580
H -5.647 -0.519 6.514
H -3.216 -0.007 6.493
F 0.491 -2.424 7.298
C 0.971 -2.294 8.553
C 0.629 -1.176 9.287
C 1.121 -1.047 10.577
C 1.950 -2.025 11.109
C 2.284 -3.139 10.351
C 1.789 -3.280 9.064
H -0.012 -0.422 8.851
H 0.857 -0.181 11.168
H 2.334 -1.919 12.114
H 2.932 -3.900 10.763
H 2.031 -4.144 8.459
F 6.289 -3.260 -6.850
C 5.748 -2.575 -7.874
C 4.410 -2.752 -8.167
C 3.854 -2.039 -9.218
C 4.639 -1.171 -9.965
C 5.983 -1.011 -9.657
C 6.545 -1.713 -8.601
H 3.818 -3.438 -7.576
H 2.806 -2.161 -9.454
H 4.203 -0.620 -10.787
H 6.596 -0.338 -10.240
H 7.588 -1.596 -8.340
*
```

Results of the Mulliken charge analysis, in e, for atoms 1 through 8:
1. O -0.375
2. C 0.272
3. Cl -0.180
4. C -0.287
5. P -0.063
6. C -0.865
7. B 0.163
8. O -0.401

# 2
DFT (wB97M-V/def2-TZVPD) results for a single C4H9NO2 molecule.

Values from the calculation:
Calculated total energy = -9879.1559 eV
Max |F| = 0.017 hartree/bohr
Kohn-Sham gap = 10.425 eV
ΔE to the lowest compared entry with this formula, charge and spin = 20.9 kcal/mol
SMILES = C[C@@H](O)CNC=O
Lowest unoccupied orbital energy = 0.71 eV

```
! RIJCOSX wB97M-V def2-TZVPD def2/J DEFGRID3
* xyz 0 1
C 0.324 2.098 0.614
C 0.361 0.775 -0.139
O 1.670 0.295 0.014
C -0.710 -0.210 0.380
N -1.048 -1.314 -0.533
C -0.115 -2.265 -0.752
O 1.005 -2.206 -0.247
H -0.606 2.649 0.445
H 1.162 2.714 0.272
H 0.460 1.936 1.690
H 0.133 0.963 -1.205
H 1.636 -0.665 -0.150
H -0.354 -0.643 1.322
H -1.629 0.343 0.599
H -1.984 -1.326 -0.922
H -0.307 -3.143 -1.390
*
```

Results of the Mulliken charge analysis, in e, for atoms 1 through 8:
1. C -1.425
2. C 0.544
3. O -0.584
4. C -0.873
5. N -0.088
6. C 0.035
7. O -0.638
8. H 0.387

# 3
DFT (wB97M-V/def2-TZVPD) results for 23 unconnected molecules or ions with the total composition C9H58BF8NO25S.

Values from the calculation:
Calculated total energy = -96202.6519 eV
Max |F| = 0.024 hartree/bohr
Kohn-Sham gap = 8.151 eV
Lowest unoccupied orbital energy = -1.32 eV

```
! RIJCOSX wB97M-V def2-TZVPD def2/J DEFGRID3
* xyz 0 1
C -1.924 0.337 5.587
C -0.941 0.357 4.439
F 0.379 0.345 4.933
C -1.124 -0.904 3.540
B -1.636 -0.466 2.135
C -2.927 0.365 1.900
C -3.848 -0.014 0.712
O -3.443 0.581 -0.516
C -4.001 -1.510 0.497
N -4.533 -2.167 1.698
S -0.510 -1.101 0.711
O -0.432 -2.533 0.948
O -0.852 -0.674 -0.621
C 1.227 -0.484 1.150
F 1.841 -1.508 1.765
F 1.119 0.542 2.015
C 2.138 -0.134 -0.052
F 3.422 -0.176 0.385
F 1.968 -1.101 -0.960
C 2.004 1.252 -0.723
F 2.961 1.323 -1.669
F 0.829 1.435 -1.309
F 2.205 2.228 0.154
H -1.701 -0.516 6.234
H -1.929 1.266 6.160
H -2.934 0.195 5.193
H -1.033 1.287 3.865
H -0.163 -1.420 3.476
H -1.867 -1.557 4.013
H -2.690 1.437 1.833
H -3.524 0.266 2.817
H -4.852 0.360 0.962
H -3.725 1.503 -0.502
H -4.736 -1.636 -0.301
H -3.072 -1.968 0.125
H -4.462 -3.171 1.583
H -4.025 -1.946 2.548
O -6.426 -1.543 -1.937
H -7.341 -1.641 -2.214
H -5.957 -1.340 -2.754
O -4.912 2.115 3.655
H -5.364 2.906 3.966
H -5.617 1.477 3.498
O -4.712 0.148 6.777
H -5.100 0.874 7.274
H -5.444 -0.438 6.557
O 1.850 -4.448 -0.851
H 1.256 -3.691 -0.791
H 2.633 -4.188 -0.357
O 0.228 -1.274 -3.482
H 0.841 -0.628 -3.126
H -0.476 -1.286 -2.822
O -5.244 -2.114 4.709
H -4.818 -2.773 5.270
H -6.177 -2.341 4.754
O -0.614 2.445 -3.800
H -0.211 3.291 -4.024
H -0.164 2.153 -3.003
O -4.753 -4.966 4.332
H -5.374 -4.814 3.608
H -3.908 -5.136 3.904
O 5.771 0.624 -3.010
H 4.961 0.680 -2.496
H 5.894 -0.324 -3.168
O 5.741 1.309 1.654
H 5.243 2.044 2.026
H 5.078 0.650 1.428
O 4.746 3.712 -2.126
H 5.207 3.016 -2.610
H 4.303 3.255 -1.407
O 3.783 6.700 -2.713
H 2.978 6.792 -2.191
H 3.908 5.746 -2.806
O -7.741 -4.751 3.037
H -8.545 -4.673 3.559
H -7.634 -5.699 2.910
O 8.629 0.865 -3.653
H 7.788 0.904 -3.179
H 8.775 -0.073 -3.803
O 6.577 -2.316 -3.776
H 5.851 -2.537 -4.370
H 7.348 -2.761 -4.139
O 3.433 -1.699 -3.620
H 3.030 -0.873 -3.346
H 2.686 -2.281 -3.813
O 5.423 5.697 -5.115
H 5.477 6.546 -4.663
H 5.806 5.074 -4.489
O 4.412 2.873 -6.632
H 4.479 3.722 -6.179
H 4.784 2.235 -6.015
O 7.600 3.909 1.004
H 7.522 3.438 0.168
H 7.582 3.210 1.665
O -6.506 -3.599 -4.088
H -6.024 -4.233 -4.628
H -6.914 -4.127 -3.396
O -1.108 -5.494 0.856
H -1.080 -4.563 1.103
H -0.229 -5.666 0.499
O 1.028 6.197 -4.025
H 0.631 7.009 -4.352
H 1.969 6.397 -3.938
*
```

Results of the Mulliken charge analysis, in e, for atoms 1 through 8:
1. C -1.396
2. C 0.955
3. F -0.441
4. C -0.861
5. B 0.011
6. C 0.005
7. C -0.266
8. O -0.502

> Among the records above, which one has the highest max |F|?

C49H41BClF16O3P

> The lowest calculated total energy belongs to which entry?

C49H41BClF16O3P